Entry w
C5H12N2 | ωB97M-V/def2-TZVPD

Geometry as XYZ:
```
19
Properties=species:S:1:pos:R:3:lowdin_charge:R:1
C -0.077 -1.583 0.685 -0.34
C 0.083 -0.847 -0.636 -0.23
C 0.031 0.654 -0.371 -0.35
C 1.104 1.227 0.172 -0.37
N 1.124 2.535 0.686 -0.01
C -1.234 1.349 -0.782 -0.27
N 0.033 -3.044 0.578 -0.03
H 0.707 -1.220 1.348 0.09
H -1.006 -1.264 1.150 0.09
H 1.015 -1.143 -1.122 0.10
H -0.709 -1.102 -1.306 0.08
H 2.011 0.651 0.287 0.08
H 2.057 2.904 0.782 0.00
H 0.501 3.181 0.225 0.01
H -2.120 0.707 -0.771 0.03
H -1.104 1.601 -1.847 0.04
H -1.479 2.245 -0.238 0.01
H -0.432 -3.466 1.376 0.04
H -0.503 -3.384 -0.216 0.04
```

The highest occupied orbital energy (spin up / spin down) is 0.0501 / -0.1491 hartree. The value obtained for the molar mass is 100.165 u. As for the charge: -1. The expectation value of S² is 0.75. As for the orbital gap (spin up / spin down): 0.0944 / 0.2918 Ha. The spin multiplicity is 2.

---

Entry x
C5H12N2 | ωB97M-V/def2-TZVPD

Geometry as XYZ:
```
19
Properties=species:S:1:pos:R:3:lowdin_charge:R:1
C 1.076 -1.971 -0.920 -0.15
C 1.582 -0.531 -1.040 -0.26
C 1.075 0.480 0.048 -0.20
C -0.342 0.952 0.307 -0.42
C -1.258 0.040 0.719 -0.39
N -2.449 0.302 1.348 -0.08
N -0.714 2.291 -0.059 0.01
H 0.119 -2.092 -0.411 0.03
H 0.871 -2.405 -1.903 0.05
H 1.772 -2.685 -0.464 0.06
H 2.671 -0.497 -0.878 0.09
H 1.476 -0.219 -2.087 0.09
H 1.752 1.332 -0.092 0.09
H 1.361 -0.083 0.932 0.09
H -1.169 -0.981 0.401 0.05
H -2.665 1.192 1.787 -0.04
H -3.078 -0.445 1.609 -0.05
H -1.723 2.375 0.059 0.00
H -0.355 2.944 0.644 0.03
```

The highest occupied orbital energy (spin up / spin down) is 0.0449 / -0.1088 hartree. The value obtained for the molar mass is 100.165 u. As for the charge: -1. The expectation value of S² is 0.75. As for the orbital gap (spin up / spin down): 0.0994 / 0.2499 Ha. The spin multiplicity is 2.

---

Entry y
C5H12N2 | ωB97M-V/def2-TZVPD

Geometry as XYZ:
```
19
Properties=species:S:1:pos:R:3:lowdin_charge:R:1
C 0.775 1.083 1.355 -0.14
C 1.215 -0.308 0.796 -0.51
C 0.293 -0.663 -0.371 -0.25
C -1.202 -0.493 -0.154 -0.22
C -2.234 -0.351 -1.007 -0.50
N -2.271 0.341 -2.232 -0.06
N 2.613 -0.368 0.396 0.02
H 1.203 1.178 2.353 0.05
H -0.296 1.255 1.324 0.04
H 1.152 1.888 0.711 0.06
H 0.916 -0.977 1.624 0.12
H 0.619 -0.235 -1.325 0.09
H 0.452 -1.757 -0.536 0.09
H -1.490 -0.999 0.775 0.08
H -3.156 -0.283 -0.427 0.05
H -1.538 1.024 -2.407 0.00
H -3.164 0.795 -2.411 -0.03
H 2.855 -1.333 0.607 0.05
H 3.257 0.206 0.929 0.05
```

The highest occupied orbital energy (spin up / spin down) is 0.0470 / -0.1468 hartree. The value obtained for the molar mass is 100.165 u. As for the charge: -1. The expectation value of S² is 0.75. As for the orbital gap (spin up / spin down): 0.0960 / 0.2829 Ha. The spin multiplicity is 2.

---

Entry z
C5H12N2 | ωB97M-V/def2-TZVPD

Geometry as XYZ:
```
19
Properties=species:S:1:pos:R:3:lowdin_charge:R:1
C -1.761 -1.461 0.635 -0.11
C -0.496 -0.562 0.444 -0.41
C -0.610 0.220 -0.851 -0.27
C 0.527 1.253 -0.976 -0.39
C 2.643 0.259 -0.501 -0.26
N 1.773 0.595 -1.384 -0.14
N -0.106 0.420 1.592 0.01
H -2.514 -1.157 -0.122 0.06
H -1.538 -2.522 0.495 0.05
H -2.239 -1.412 1.602 0.04
H 0.398 -1.200 0.426 0.10
H -1.541 0.756 -1.160 0.07
H -0.503 -0.503 -1.681 0.10
H 0.723 2.088 -0.310 0.06
H 0.206 1.667 -1.950 0.05
H 2.477 0.395 0.577 -0.01
H 3.711 0.203 -0.771 -0.02
H -0.828 1.139 1.540 0.03
H -0.319 -0.180 2.397 0.04
```

The highest occupied orbital energy (spin up / spin down) is 0.0462 / -0.1388 hartree. The value obtained for the molar mass is 100.165 u. As for the charge: -1. The expectation value of S² is 0.75. As for the orbital gap (spin up / spin down): 0.1011 / 0.2786 Ha. The spin multiplicity is 2.

---

Which of them is least stable? Easy: entry z.

---

Entry w
C5H12N2 | ωB97M-V/def2-TZVPD

Geometry as XYZ:
```
19
Properties=species:S:1:pos:R:3:lowdin_charge:R:1
C -2.476 0.023 -0.214 -0.20
C -1.283 0.958 0.209 -0.32
C -0.402 0.289 1.251 -0.25
C 0.434 -0.885 0.728 -0.32
N 2.277 0.024 -1.622 -0.04
C 2.583 -0.273 -0.290 -0.54
N 1.882 -0.678 0.655 -0.01
H -3.048 -0.213 0.756 0.07
H -2.143 -0.721 -1.025 0.05
H -3.382 0.612 -0.659 0.06
H -1.703 1.906 0.584 0.09
H -0.693 1.241 -0.710 0.08
H 0.450 0.976 1.585 0.12
H -0.953 0.197 2.076 0.04
H 0.207 -1.704 1.447 0.09
H 0.054 -1.206 -0.325 0.08
H 1.433 -0.387 -2.079 -0.02
H 3.085 -0.051 -2.204 -0.06
H 3.679 -0.108 -0.163 0.07
```

The highest occupied orbital energy (spin up / spin down) is 0.0442 / -0.1857 hartree. The value obtained for the molar mass is 100.165 u. As for the charge: -1. The expectation value of S² is 0.75. As for the orbital gap (spin up / spin down): 0.1004 / 0.3261 Ha. The spin multiplicity is 2.

---

Entry x
C5H12N2 | ωB97M-V/def2-TZVPD

Geometry as XYZ:
```
19
Properties=species:S:1:pos:R:3:lowdin_charge:R:1
N 0.362 0.964 -1.089 -0.05
C 1.739 0.658 -0.692 -0.33
C 1.665 -0.075 0.650 -0.24
C 0.307 0.302 1.197 -0.29
C -0.554 0.457 -0.058 -0.47
C -1.136 -0.892 -0.509 -0.28
N -2.283 -1.361 0.288 -0.03
H 0.222 1.976 -1.118 0.01
H 2.307 1.591 -0.596 0.04
H 2.237 0.060 -1.458 0.08
H 1.743 -1.155 0.505 0.09
H 2.492 0.207 1.314 0.06
H 0.337 1.232 1.776 0.02
H -0.131 -0.447 1.880 0.08
H -1.342 1.200 0.090 0.06
H -0.343 -1.633 -0.414 0.10
H -1.453 -0.801 -1.543 0.09
H -2.969 -0.618 0.331 0.03
H -1.978 -1.559 1.236 0.03
```

The highest occupied orbital energy (spin up / spin down) is 0.0498 / -0.1807 hartree. The value obtained for the molar mass is 100.165 u. As for the charge: -1. The expectation value of S² is 0.75. As for the orbital gap (spin up / spin down): 0.1099 / 0.3353 Ha. The spin multiplicity is 2.

---

Entry y
C5H12N2 | ωB97M-V/def2-TZVPD

Geometry as XYZ:
```
19
Properties=species:S:1:pos:R:3:lowdin_charge:R:1
C -2.175 -0.482 -0.120 -0.10
C -1.464 -1.797 0.200 -0.35
C 1.848 0.233 -0.531 -0.17
C 0.049 1.224 0.954 -0.37
C 1.542 1.718 -0.169 -0.43
N 0.957 2.239 1.186 -0.17
N -0.294 -2.178 -0.432 -0.03
H -3.262 -0.502 -0.333 0.08
H -1.440 -0.646 0.806 0.06
H -1.640 0.069 -0.940 0.08
H -2.136 -2.414 0.782 0.09
H 0.962 -0.440 -0.699 0.01
H 2.303 0.272 -1.493 0.03
H 0.230 0.274 1.457 0.02
H -0.980 1.520 0.807 0.01
H 2.529 2.174 -0.078 0.05
H 0.876 2.218 -0.964 0.09
H -0.344 -3.220 -0.745 0.05
H 2.439 -0.261 0.311 0.08
```

The highest occupied orbital energy (spin up / spin down) is -0.0181 / -0.0558 hartree. The value obtained for the molar mass is 100.165 u. As for the charge: -1. The expectation value of S² is 0.76. As for the orbital gap (spin up / spin down): 0.1432 / 0.1836 Ha. The spin multiplicity is 2.

---

Which of them is least stable? Easy: entry y.

---

Entry w
C2HClN2O2 | ωB97M-V/def2-TZVPD

Geometry as XYZ:
```
8
Properties=species:S:1:pos:R:3:lowdin_charge:R:1
O -0.169 0.124 -0.614 0.11
C 0.953 0.287 -0.445 -0.47
N 2.044 -0.266 -0.750 0.01
O 3.107 -0.048 -1.219 0.10
H 1.361 0.630 0.636 0.17
N 0.515 0.162 2.692 0.12
C -0.334 -0.302 3.307 -0.88
Cl -1.665 -0.688 4.005 0.85
```

The highest occupied orbital energy (spin up / spin down) is -0.3461 / -0.3461 hartree. The value obtained for the molar mass is 120.495 u. As for the orbital gap (spin up / spin down): 0.3174 / 0.3173 Ha. The spin multiplicity is 1.

---

Entry x
C2HClN2O2 | ωB97M-V/def2-TZVPD

Geometry as XYZ:
```
8
Properties=species:S:1:pos:R:3:lowdin_charge:R:1
O -2.242 0.664 0.000 0.07
N -1.063 0.445 0.000 -0.25
C -0.325 -0.648 0.000 -0.02
C 1.029 -0.227 0.000 -0.77
Cl 2.390 -1.221 0.000 0.75
N 1.098 1.075 0.000 0.05
O -0.145 1.544 0.000 0.04
H -0.742 -1.631 0.000 0.14
```

The highest occupied orbital energy is -0.3593 hartree. The value obtained for the molar mass is 120.495 u. As for the orbital gap: 0.3650 Ha. The spin multiplicity is 1.

---

Which of them is least stable? Easy: entry w.

---

Entry w
H27O14 | ωB97M-V/def2-TZVPD

Geometry as XYZ:
```
41
Properties=species:S:1:pos:R:3:lowdin_charge:R:1
O -2.947 -0.762 0.283 -0.08
H -2.336 -1.163 0.941 0.04
O -3.656 3.428 -1.442 -0.04
H 0.006 -0.717 1.675 0.02
H 0.115 0.037 4.908 0.00
O -0.915 3.562 1.394 -0.07
H -0.667 -0.647 3.814 -0.01
H -1.287 -1.136 -2.483 0.01
O -1.652 -1.942 -2.159 -0.02
H 0.425 -0.143 0.153 -0.01
H -1.474 -2.754 -2.628 0.05
O 4.322 2.020 0.585 -0.11
H -2.887 -1.209 -0.568 0.00
H -3.158 3.233 -2.240 0.02
O 0.741 -3.609 0.439 -0.10
H 5.163 1.991 0.065 0.05
H 0.267 -3.420 1.239 -0.02
O -0.328 0.576 0.316 -0.15
H -1.320 1.323 -4.029 0.06
H 0.161 1.209 -0.228 0.03
O -0.798 -0.181 4.713 -0.13
H -0.203 3.018 1.738 0.03
H 3.707 1.405 0.080 0.04
O 2.163 -1.528 -2.344 -0.12
H 2.176 -2.506 -2.449 0.07
H -1.473 3.528 2.173 0.02
O 4.468 -1.014 -1.237 -0.14
H 4.238 -1.417 -0.290 0.10
H 3.655 -1.082 -1.749 -0.06
O 1.526 -1.162 0.157 -0.34
H 0.934 -2.738 -0.015 0.00
H 0.220 -2.023 2.332 0.04
O -0.355 -1.260 2.388 -0.03
H -2.428 1.198 1.305 0.00
H 2.324 -0.718 0.392 -0.03
O -0.859 0.709 -4.681 -0.08
H 1.845 -1.515 -1.394 -0.02
H -0.373 0.216 -3.998 0.02
O -2.845 1.702 2.021 -0.05
H -3.029 3.228 -0.761 0.01
H -3.464 2.261 1.580 0.01
```

The highest occupied orbital energy is -0.2573 hartree. The value obtained for the molar mass is 251.202 u. As for the charge: -1. As for the orbital gap: 0.3416 Ha. The spin multiplicity is 1.

---

Entry x
H27O14 | ωB97M-V/def2-TZVPD

Geometry as XYZ:
```
41
Properties=species:S:1:pos:R:3:lowdin_charge:R:1
O 2.543 -2.509 2.022 -0.08
H 1.764 0.118 -0.369 0.02
O 0.557 1.783 -0.947 -0.16
H 3.027 -1.756 1.701 0.00
H 2.391 -1.268 -4.466 -0.01
O -0.997 -1.049 0.809 -0.08
H 1.302 -0.495 -3.750 0.00
H -0.824 3.238 -1.305 -0.02
O -0.356 4.013 -1.012 -0.07
H 2.904 0.911 1.162 0.03
H -0.031 3.689 -0.166 0.04
O 3.844 0.721 1.268 -0.06
H -4.526 2.305 -0.794 0.01
H -1.999 1.535 -1.864 0.05
O -1.932 1.666 -0.921 -0.17
H 1.596 -1.335 -0.636 0.08
H 0.372 -4.519 0.894 0.05
O -4.152 3.195 -0.696 -0.11
H 2.817 -0.807 3.239 0.00
H -0.840 1.792 -0.826 0.03
O 1.900 -0.458 -4.571 -0.13
H -1.188 -0.370 1.461 0.03
H 0.599 0.746 -1.360 0.01
O 3.198 -0.038 3.674 -0.07
H 2.771 0.310 4.467 0.05
H -0.254 -0.767 0.220 0.00
O -3.931 -1.317 3.095 -0.11
H -4.573 -0.619 2.727 0.08
H -3.170 -1.341 2.480 0.02
O 0.928 -3.919 0.410 -0.04
H -3.261 2.861 -0.444 0.00
H -0.278 -0.686 -2.408 0.00
O 1.425 -0.670 0.072 -0.12
H -4.042 -1.136 -1.272 0.03
H 0.533 -3.059 0.550 0.02
O 0.597 -0.405 -2.097 -0.33
H 4.419 1.103 1.911 0.02
H 2.359 -3.263 1.428 0.02
O -3.649 -0.268 -1.406 -0.09
H 1.104 2.241 -1.576 0.07
H -2.947 -0.173 -0.704 0.02
```

The highest occupied orbital energy is -0.2313 hartree. The value obtained for the molar mass is 251.202 u. As for the charge: -1. As for the orbital gap: 0.3261 Ha. The spin multiplicity is 1.

---

Which of them is least stable? Easy: entry x.

---

Entry w
C5H6OS2 | ωB97M-V/def2-TZVPD

Geometry as XYZ:
```
14
Properties=species:S:1:pos:R:3:lowdin_charge:R:1
O -1.860 -0.659 1.867 0.07
C -1.061 -0.351 0.981 -0.38
C -1.269 -0.557 -0.538 -0.64
S -2.707 -1.241 -1.091 0.75
C 0.008 -0.406 -1.351 -0.22
C 1.040 -0.127 -0.205 -0.26
C 0.409 0.262 1.159 -0.55
S 0.641 2.097 1.588 0.74
H 0.092 0.580 -1.958 0.14
H 0.046 -1.185 -2.236 0.15
H 1.716 0.716 -0.462 0.08
H 1.795 -1.134 -0.135 0.17
H 1.057 -0.240 1.977 0.12
H 0.094 2.244 0.402 -0.16
```

The highest occupied orbital energy is -0.3340 hartree. The value obtained for the molar mass is 146.236 u. As for the orbital gap: 0.2690 Ha. The spin multiplicity is 1.

---

Entry x
C5H6OS2 | ωB97M-V/def2-TZVPD

Geometry as XYZ:
```
14
Properties=species:S:1:pos:R:3:lowdin_charge:R:1
C 0.920 1.727 -1.165 -0.02
C 0.358 0.388 -0.496 -0.36
O 0.155 -0.611 -1.271 -0.06
C 0.349 0.361 1.012 -0.16
C 0.212 -0.690 1.739 -0.31
S -0.124 -2.271 0.822 0.91
C -1.498 -1.917 -0.108 -1.07
S -2.452 -3.028 -0.916 0.57
H 0.404 2.493 -0.623 0.05
H 0.523 1.668 -2.192 0.08
H 2.020 1.956 -1.014 0.10
H 0.724 1.356 1.572 0.16
H 0.243 -0.567 2.816 0.08
H -1.834 -0.864 -0.177 0.03
```

The highest occupied orbital energy is -0.3128 hartree. The value obtained for the molar mass is 146.236 u. As for the orbital gap: 0.2865 Ha. The spin multiplicity is 1.

---

Which of them is least stable? Easy: entry x.

---

Entry w
C5H6OS2 | ωB97M-V/def2-TZVPD

Geometry as XYZ:
```
14
Properties=species:S:1:pos:R:3:lowdin_charge:R:1
C -0.776 0.047 1.816 -0.58
C -0.677 -1.098 0.866 -0.51
C 0.042 0.952 0.887 -0.36
C 0.062 -0.215 -0.090 -0.63
C 1.004 -0.668 -1.150 -0.05
O -0.117 2.070 -1.630 -0.38
S 0.350 -1.263 2.354 0.88
S -1.037 1.240 -0.548 1.09
H -1.580 0.318 2.480 0.10
H -1.360 -1.908 0.654 0.11
H 0.355 2.891 -1.405 0.08
H 1.414 0.180 -1.696 0.07
H 0.498 -1.331 -1.855 0.09
H 1.824 -1.214 -0.682 0.09
```

The highest occupied orbital energy is -0.2885 hartree. The value obtained for the molar mass is 146.236 u. As for the orbital gap: 0.3005 Ha. The spin multiplicity is 1.

---

Entry x
C5H6OS2 | ωB97M-V/def2-TZVPD

Geometry as XYZ:
```
14
Properties=species:S:1:pos:R:3:lowdin_charge:R:1
O 0.020 1.107 1.872 -0.04
C 0.101 0.539 0.581 -0.49
C -0.003 -1.006 0.740 -0.17
C -0.207 -1.383 -0.782 -0.61
S -1.503 -0.285 -1.279 0.88
C -0.569 1.093 -0.706 -0.52
C 1.008 1.046 -0.685 -0.41
S 1.319 -0.384 -1.764 0.77
H -0.882 0.561 2.145 0.19
H 0.759 -1.476 1.278 0.10
H -0.757 -1.533 1.314 0.11
H -0.077 -2.296 -1.144 0.01
H -0.858 2.098 -0.726 0.09
H 1.649 1.918 -0.844 0.10
```

The highest occupied orbital energy is -0.3042 hartree. The value obtained for the molar mass is 146.236 u. As for the orbital gap: 0.3237 Ha. The spin multiplicity is 1.

---

Entry y
C5H6OS2 | ωB97M-V/def2-TZVPD

Geometry as XYZ:
```
14
Properties=species:S:1:pos:R:3:lowdin_charge:R:1
S 2.728 -0.404 -0.129 0.74
C 1.434 0.558 -0.333 -0.62
C 0.259 0.622 0.544 -0.52
C 0.089 -0.673 1.408 -0.35
S -0.535 -1.738 -0.014 0.85
C -0.873 -0.371 -1.221 -0.37
C -1.035 0.715 -0.130 -0.40
O -0.485 1.855 0.308 0.10
H 1.521 1.348 -1.206 0.12
H -0.590 -0.716 2.259 0.08
H 1.170 -0.914 1.782 0.07
H 0.028 -0.256 -1.903 0.09
H -1.800 -0.425 -1.809 0.08
H -1.913 0.399 0.442 0.14
```

The highest occupied orbital energy is -0.3267 hartree. The value obtained for the molar mass is 146.236 u. As for the orbital gap: 0.3021 Ha. The spin multiplicity is 1.

---

Which of them is least stable? Easy: entry w.